The following is a quantum chemistry calculation of C51H65FN4O3S2SeSi2TcTe as an isolated structure, from the Open Molecules 2025 dataset.

Its calculated total energy is -6652.6699 Ha. The value obtained for the frontier orbital gap is 0.1319 Ha. As for the expectation value of S²: 0.96. The calculation puts the HOMO energy at -5.63 eV.

The geometry in ORCA input format:
```
! RIJCOSX wB97M-V def2-TZVPD def2/J DEFGRID3
* xyz 0 2
C 3.93 -2.45 -3.54
C 3.86 -0.88 2.70
C 1.01 1.41 -2.04
C 4.04 -2.47 4.97
H -6.19 3.90 5.54
H 3.48 -4.82 -5.06
H 1.08 2.52 -3.81
H -3.94 5.72 4.06
H -4.71 1.53 2.59
H 4.18 0.98 1.67
C -1.13 -1.34 -3.03
C 1.28 3.63 5.82
H -4.25 4.38 -1.42
H 4.64 -0.46 0.75
Si -5.71 2.48 -1.99
H -1.67 -1.15 3.26
H 2.69 0.40 -5.99
H 2.73 3.65 4.25
C -5.02 2.42 2.04
C -6.45 5.10 2.46
H 2.93 -0.02 0.96
C -0.86 -2.62 -0.59
H -1.75 0.37 -1.87
H 7.10 -1.47 5.27
H -1.84 2.33 5.58
H 1.94 4.11 6.54
S 1.46 2.45 2.00
H -3.68 -1.93 4.40
Te -3.51 2.72 0.54
C 5.15 -4.51 -6.37
H 3.48 -3.28 -5.93
C 6.57 -2.36 4.95
H 7.19 -2.86 4.21
C -0.84 2.64 5.29
C -3.72 -1.75 3.34
H 0.99 -3.33 4.53
H -7.79 3.77 -2.39
C -4.90 -1.76 1.26
C -0.72 -2.66 -3.00
C 3.89 -0.05 1.45
H 7.31 -3.90 -4.90
H -3.19 4.18 4.51
C 3.44 -2.77 -2.27
H 4.10 -3.10 5.85
H 6.47 -3.02 5.81
H -0.37 3.45 7.21
C -4.41 1.73 -3.09
H 6.09 -3.71 -2.71
C 4.11 -3.99 -5.40
N 4.78 -3.32 -4.29
C -2.57 -1.06 1.32
C 1.73 3.38 4.55
H -0.51 -3.20 -3.92
C 2.79 -2.14 4.47
O -0.52 2.08 -0.33
Se 0.84 -1.01 2.81
C 5.21 -2.01 4.38
H 3.97 -1.00 -5.09
N 6.07 -5.45 -5.62
C -2.57 -1.30 2.69
H -3.04 4.79 2.86
N -1.45 -0.58 0.61
C 1.45 1.64 -3.29
H -7.47 2.65 -3.72
C -3.77 -1.29 0.62
H -5.57 4.29 -0.26
H -6.87 0.31 -1.73
H 5.50 -6.20 -5.23
C 6.74 -4.73 -4.48
H 4.45 2.12 -6.32
H -5.95 2.17 1.51
H -4.85 1.04 -3.82
S -1.48 1.62 2.87
H -0.76 -3.11 0.37
H -7.31 4.63 1.98
C -0.40 2.37 3.98
H 4.71 -5.05 -7.21
H -0.28 -4.34 -1.72
Tc -0.01 0.76 1.25
N 2.31 0.85 -3.98
C 3.57 -1.24 -4.11
C 0.90 2.74 3.60
H 5.09 -5.10 -3.15
C 2.34 -0.66 -2.12
C -7.00 3.35 -3.02
Si -5.29 3.84 3.22
C -0.07 2.32 -1.49
C 2.68 -1.32 3.33
H -5.46 2.34 5.17
C 1.58 -2.69 5.19
H -3.85 2.49 -3.63
H 4.88 1.16 -4.90
H 5.77 -3.69 -6.74
C -0.02 3.25 6.20
H 4.17 2.77 -4.70
C 2.75 -0.35 -3.42
F 3.71 -3.99 -1.75
H 1.89 -3.27 6.06
C -4.89 -1.99 2.63
H -5.93 5.71 1.71
O 1.29 -0.02 -0.16
H -6.57 4.17 -3.60
O -0.47 3.20 -2.25
H 2.34 -2.12 -0.55
C 4.15 1.86 -5.31
H 5.99 -0.87 2.76
C -6.09 3.14 4.76
H -6.82 5.77 3.23
C -6.54 1.10 -1.05
H -5.84 0.66 -0.33
H 7.40 -5.43 -3.98
C 5.64 -4.23 -3.55
C -1.24 -1.27 -0.61
H -5.81 -1.92 0.69
C -3.72 4.71 3.71
H 2.03 1.99 -5.67
C 2.75 1.26 -5.31
H -5.77 -2.36 3.14
C 5.09 -1.23 3.25
C -0.59 -3.30 -1.76
H -1.27 -0.83 -3.98
C -1.40 -0.65 -1.84
H 0.91 -1.89 5.51
H 6.75 -5.87 -6.25
H -3.80 -1.09 -0.45
H -3.70 1.17 -2.48
C 1.50 0.27 -1.35
H -7.08 2.73 4.56
C -4.87 3.69 -0.85
H -7.42 1.45 -0.49
C 2.69 -1.88 -1.55
*
```

Atomic partial charges in e from the Mulliken method, atoms 1 to 5: C -1.030; C 1.174; C -0.724; C -1.044; H 0.334



The following is a quantum chemistry calculation of one molecule with the formula C2H4N2O2, from the Open Molecules 2025 dataset.

Its calculated total energy is -338.5770 Ha. The value obtained for the frontier orbital gap is 0.3852 Ha. The calculation puts the HOMO energy at -9.89 eV.

The geometry in ORCA input format:
```
! RIJCOSX wB97M-V def2-TZVPD def2/J DEFGRID3
* xyz 0 1
O 0.73 1.72 -1.82
C -0.25 -0.35 0.11
H 1.77 -0.57 0.42
H -0.36 -2.10 1.18
N -0.84 -1.49 0.53
N 1.00 0.02 0.15
H -1.84 -1.51 0.52
C 0.40 1.51 -0.70
O -0.95 0.57 -0.46
H 0.36 2.20 0.14
*
```

Atomic partial charges in e from the Mulliken method, atoms 1 to 5: O -0.512; C 0.532; H 0.176; H 0.217; N -0.404



The following is a quantum chemistry calculation of one molecule with the formula C3H6O2, from the Open Molecules 2025 dataset.

Its calculated total energy is -268.3366 Ha. The value obtained for the frontier orbital gap is 0.3841 Ha. The calculation puts the HOMO energy at -9.53 eV.

The geometry in ORCA input format:
```
! RIJCOSX wB97M-V def2-TZVPD def2/J DEFGRID3
* xyz 0 1
O -0.06 1.06 -0.46
C 0.53 -0.16 -0.82
H -0.67 2.26 0.96
O -1.28 -1.56 0.11
H 1.53 -0.34 -0.39
C -0.31 1.23 0.91
H 0.37 -2.35 -0.72
H 0.65 -0.19 -1.95
H -1.15 0.50 1.23
C -0.20 -1.45 -0.43
H 0.60 1.00 1.57
*
```

Atomic partial charges in e from the Mulliken method, atoms 1 to 5: O -0.331; C -0.427; H 0.209; O -0.471; H 0.333



The following is a quantum chemistry calculation of C30H30BrN8O3S5SbV as an isolated structure, from the Open Molecules 2025 dataset.

Its calculated total energy is -7574.4204 Ha. The value obtained for the frontier orbital gap (spin up / spin down) is 0.1571 / 0.1923 Ha. As for the expectation value of S²: 3.78. The calculation puts the HOMO energy (spin up / spin down) at -0.81 / -1.77 eV.

The geometry in ORCA input format:
```
! RIJCOSX wB97M-V def2-TZVPD def2/J DEFGRID3
* xyz -2 4
H 4.24 -3.79 0.02
H -4.52 4.07 -3.30
H -2.39 -6.92 1.05
H -2.22 -2.86 -1.90
H -0.58 0.50 -3.90
H 1.26 5.33 -0.75
C 0.82 2.68 -2.72
C -2.35 -6.04 0.40
C 0.48 0.34 -3.66
S 0.81 3.43 1.75
N 1.41 0.86 -1.38
C 4.28 -3.18 0.93
N -1.26 -4.42 2.05
H -1.31 -0.25 -0.80
C -2.82 3.10 -1.67
H 2.90 1.56 3.37
Br 1.24 -3.13 6.80
H -1.17 -4.97 2.87
H 1.78 2.78 3.93
S 2.76 0.38 1.07
H -0.56 -0.92 1.03
H 0.09 5.20 -4.88
H 2.33 -3.65 1.75
C 2.07 -0.81 0.00
H 0.24 2.73 -4.80
C -2.77 -4.95 -1.72
C -0.90 -3.11 1.92
C -1.74 2.95 -0.80
H -5.88 3.31 -4.02
O 0.93 0.98 3.54
C 2.87 -2.78 1.37
C 0.13 -2.99 4.19
H 1.80 -2.76 -0.45
N -4.96 3.23 -3.64
H 0.62 -0.69 -3.32
C 2.05 1.74 4.02
C 0.75 -0.28 3.82
H 0.59 6.52 -2.77
H 1.60 -0.38 5.77
H -1.28 3.81 -0.32
C -1.83 -4.83 0.85
C -2.26 -3.74 -1.26
N 2.08 -2.18 0.32
Sb 2.97 4.53 1.65
C 1.02 4.77 -1.65
C 0.64 5.44 -2.79
H 2.94 -2.05 2.17
H -3.36 -0.14 -2.26
C -3.41 1.98 -2.20
C 0.93 1.27 -2.58
N 1.10 3.42 -1.58
N 1.49 -0.55 -1.15
N -1.22 1.78 -0.52
O -0.19 -0.32 1.71
C -1.78 0.70 -1.04
H -0.08 -4.04 4.35
H 4.79 -3.76 1.71
O -5.31 1.04 -3.31
C -0.23 -2.34 3.00
H -3.23 -7.01 -1.29
N -1.20 -2.65 0.75
C -2.82 -6.08 -0.90
S 4.24 4.24 3.53
C 0.45 3.33 -3.92
C -2.90 0.76 -1.87
S 2.66 6.73 1.08
H -3.14 -5.01 -2.74
S 3.77 3.23 -0.20
C 0.77 -2.27 5.16
H 4.86 -2.28 0.73
C 1.10 -0.92 4.99
C -4.65 2.02 -3.09
H 2.30 1.52 5.06
V 1.64 2.22 0.01
C -1.78 -3.70 0.04
H -3.18 4.10 -1.87
H 1.06 0.48 -4.58
C 0.36 4.70 -3.96
C 0.06 -0.99 2.80
*
```

Atomic partial charges in e from the Mulliken method, atoms 1 to 5: H 0.324; H 0.186; H 0.375; H 0.437; H 0.241



The following is a quantum chemistry calculation of a 13-piece molecular cluster, C6H36O13 overall, from the Open Molecules 2025 dataset.

Its calculated total energy is -1228.2668 Ha. The value obtained for the frontier orbital gap is 0.2065 Ha. The calculation puts the HOMO energy at -1.04 eV.

The geometry in ORCA input format:
```
! RIJCOSX wB97M-V def2-TZVPD def2/J DEFGRID3
* xyz -2 1
H -0.92 0.93 -0.13
H -0.16 -4.22 -0.41
O 2.68 -1.23 4.65
H 1.84 -1.38 4.28
H -1.67 -3.44 1.53
O 2.08 0.78 -2.68
O 2.96 -0.85 1.24
H 0.36 -1.49 -1.90
H 0.79 0.67 2.38
O 3.11 2.81 -1.23
O 0.33 -0.94 1.16
O 0.38 -2.61 3.68
H 2.73 2.07 -1.73
H -0.26 2.28 0.62
O 0.59 2.43 -4.02
O -2.18 -2.71 1.74
C 0.06 0.32 1.61
O 1.08 -1.34 -1.29
O 2.98 1.85 1.21
O -4.75 -2.20 1.49
H 2.59 3.49 -1.65
H -0.25 2.91 -2.24
H 0.77 -1.28 -0.39
H 2.08 2.17 1.35
O -1.90 -1.40 -1.16
H 1.30 1.38 -2.74
H 0.97 -3.28 3.31
H -1.51 -0.79 -0.55
O 0.73 -3.99 -0.17
H -2.53 3.15 -3.02
C -0.96 1.02 -2.85
H 0.71 -3.01 -0.15
H -1.97 -2.24 -0.66
H -1.95 2.78 -4.61
H -1.61 -2.00 1.96
H -0.16 0.41 -2.57
H -1.36 -0.54 3.23
H -1.38 0.54 -3.78
H 0.12 -2.11 2.88
H 2.01 -1.05 1.39
H 2.77 0.07 1.08
H 1.66 0.04 -2.24
H -3.84 -2.31 1.73
H 3.12 2.09 0.30
H 0.77 1.16 -0.34
C -1.27 0.06 2.30
H -4.88 -1.69 0.68
H -1.57 1.00 2.75
C -0.57 2.46 -3.13
H 2.92 -0.31 4.64
H -1.83 0.95 -2.17
C -0.02 1.26 0.42
H -1.30 4.25 -3.68
C -1.66 3.27 -3.71
H -2.03 -0.23 1.62
*
```

Atomic partial charges in e from the Mulliken method, atoms 1 to 5: H 0.152; H 0.265; O -0.629; H 0.350; H 0.292



Question: calculated total energy of number 5 (C6H36O13)?
Answer: -1228.2668 Ha



Question: Which of these has the lowest calculated total energy?
Answer: C30H30BrN8O3S5SbV